14
Properties=species:S:1:pos:R:3 method="wB97M-V/def2-TZVPD" homo_ev="-8.839 / -10.968" lumo_energy_ha="0.0247 / -0.1199" spin_multiplicity=3 s_squared=2.003 orbital_gap_ev="9.51 / 7.71"
C -1.13 0.52 -0.24
C -0.71 -2.57 1.69
C 1.54 0.62 -0.17
O 0.17 1.37 -2.38
O 0.32 2.84 -0.46
F -0.27 -2.99 0.49
F -1.39 -3.55 2.06
F 1.37 0.86 1.17
S 0.20 1.48 -0.97
H -2.01 0.98 -0.48
H -0.96 -0.53 -0.64
H -0.96 0.69 0.85
H 2.55 0.74 -0.53
H 1.28 -0.45 -0.39



15
Properties=species:S:1:pos:R:3 method="wB97M-V/def2-TZVPD" homo_ev=-9.691 lumo_energy_ha=0.0324 smiles="CC(C)C(N)=O" orbital_gap_ev=10.57
C 0.42 0.26 -1.48
C 0.04 -0.41 -0.10
C -1.38 -0.91 -0.25
C 0.16 0.61 1.00
N 1.28 0.59 1.71
O -0.78 1.26 1.38
H -0.33 1.01 -1.53
H 0.28 -0.38 -2.38
H 1.35 0.84 -1.64
H 0.48 -1.35 0.23
H -2.03 -0.04 -0.26
H -1.38 -1.40 -1.14
H -1.72 -1.61 0.51
H 2.21 0.11 1.54
H 1.39 1.44 2.43



52
Properties=species:S:1:pos:R:3 method="wB97M-V/def2-TZVPD" homo_ev="-13.826 / -15.542" lumo_energy_ha="-0.2231 / -0.3725" spin_multiplicity=6 s_squared=8.782 total_charge=+2 orbital_gap_ev="7.76 / 5.41"
Ru 0.00 -0.19 0.21
P 1.57 1.25 -0.16
C 1.85 1.28 -1.99
C 0.80 0.43 -2.66
N -0.09 -0.22 -1.88
C -1.04 -1.01 -2.42
C -1.03 -1.30 -3.78
C -0.09 -0.69 -4.59
C 0.81 0.20 -4.03
C -2.10 -1.52 -1.49
P -2.17 -0.42 0.00
H 1.56 0.75 -4.61
H -1.75 -2.03 -4.12
H -0.06 -0.92 -5.64
H -3.06 -1.49 -2.00
H -1.90 -2.55 -1.14
H 1.92 2.29 -2.41
H 2.84 0.80 -2.12
H -1.02 4.25 -2.13
O -0.62 4.33 -3.00
H -0.44 5.28 -3.05
H -1.47 2.40 0.66
O -1.69 3.34 0.53
H -2.50 3.45 1.07
C -3.41 0.80 -0.48
H -4.25 0.29 -0.97
H -3.77 1.32 0.42
H -2.97 1.52 -1.17
C -2.96 -1.40 1.29
H -3.16 -0.72 2.14
H -3.89 -1.84 0.92
H -2.26 -2.19 1.61
C 3.14 0.33 0.19
H 3.96 0.74 -0.42
H 3.38 0.42 1.26
H 2.97 -0.72 -0.09
C 1.88 2.90 0.52
H 2.18 2.76 1.58
H 2.67 3.44 -0.02
H 0.95 3.48 0.50
F 1.70 -3.28 6.16
C 1.51 -2.83 4.91
C 2.26 -3.35 3.86
F 3.22 -4.26 4.12
C 2.02 -2.94 2.58
F 2.74 -3.42 1.55
C 0.99 -1.99 2.29
O 0.68 -1.82 1.03
C 0.33 -1.39 3.39
F -0.56 -0.37 3.21
C 0.54 -1.84 4.68
F -0.18 -1.35 5.71



97
Properties=species:S:1:pos:R:3 method="wB97M-V/def2-TZVPD" homo_ev="-14.664 / -14.852" lumo_energy_ha="-0.3322 / -0.4639" spin_multiplicity=5 s_squared=6.052 total_charge=+3 orbital_gap_ev="5.63 / 2.23"
Ir -0.67 -0.51 -0.71
C 3.53 0.82 -2.93
C 2.63 -0.42 -2.64
Ge 1.68 -0.25 -0.85
C 2.78 -1.38 0.43
C 4.01 -0.61 0.94
C 1.91 1.61 -0.13
C 1.39 2.70 -0.80
Ge -0.45 2.01 -1.13
C -1.13 2.68 -2.86
C -2.58 3.21 -2.82
C -1.35 3.01 0.33
C -1.99 4.37 0.14
C 2.02 3.99 -1.07
C 1.35 5.14 -1.50
C 2.04 6.36 -1.63
C 3.38 6.47 -1.36
C 4.08 5.33 -0.99
C 3.40 4.11 -0.81
H 3.88 0.84 -3.96
H 4.46 0.79 -2.35
H 3.06 1.78 -2.75
H 3.32 -1.31 -2.57
H 1.90 -0.64 -3.45
H 3.05 -2.29 -0.09
H 2.16 -1.62 1.29
H 4.53 -0.09 0.12
H 4.76 -1.25 1.39
H 3.67 0.09 1.73
H 2.24 1.76 0.87
H -0.97 1.89 -3.62
H -0.39 3.47 -3.12
H -3.07 2.89 -1.90
H -3.20 2.81 -3.66
H -2.57 4.32 -2.83
H -0.55 3.05 1.06
H -2.11 2.32 0.71
H -1.35 5.09 -0.41
H -2.30 4.81 1.08
H -2.83 4.29 -0.50
H 0.30 5.11 -1.79
H 1.45 7.27 -1.90
H 3.89 7.45 -1.40
H 5.16 5.37 -0.86
H 4.00 3.22 -0.55
I -6.19 -3.16 0.00
C -4.83 -1.71 -0.70
C -5.34 -0.65 -1.53
C -4.49 0.31 -2.06
C -3.13 0.13 -1.82
N -2.63 -0.76 -0.96
C -3.49 -1.64 -0.35
H -6.40 -0.67 -1.75
H -4.87 1.15 -2.66
H -2.47 0.73 -2.42
H -3.04 -2.37 0.32
C -1.29 -2.42 4.54
N -0.68 -1.09 4.60
C -0.73 -0.19 3.59
Se -1.68 -0.25 2.05
N -0.06 0.92 4.03
C 0.21 0.83 5.41
C 0.63 1.79 6.34
C 0.68 1.42 7.67
C 0.34 0.08 8.00
C -0.14 -0.87 7.08
C -0.24 -0.47 5.78
H -1.46 -2.65 3.51
H -2.22 -2.44 5.10
H -0.63 -3.19 5.00
H 0.06 1.77 3.46
H 0.85 2.80 5.97
H 0.90 2.18 8.47
H 0.46 -0.20 9.05
H -0.46 -1.83 7.47
C 1.03 -5.47 -1.50
N -0.22 -5.34 -0.70
C -1.46 -5.55 -1.53
N -1.55 -4.81 -2.79
C -0.29 -5.04 -3.55
N 0.96 -4.70 -2.76
C 1.05 -3.26 -2.52
P -0.41 -2.67 -1.48
C -0.26 -3.94 -0.12
C -1.80 -3.34 -2.57
H 1.14 -6.54 -1.79
H 1.87 -5.12 -0.88
H -2.32 -5.30 -0.86
H -1.44 -6.61 -1.83
H -0.32 -4.43 -4.44
H -0.27 -6.12 -3.78
H 1.03 -2.66 -3.47
H 2.04 -3.04 -2.11
H -1.13 -3.89 0.64
H 0.68 -3.78 0.43
H -1.75 -2.74 -3.54
H -2.78 -3.19 -2.14



Calculated energy relative to the best compared isomer or geometry (same formula, charge and spin) in order - 3.029; 1.179; 0.000; 1.702 eV